No. 1
Here is 3 unconnected molecules or ions with the total composition C5H15N4 from the OMol25 dataset. Energies are from ωB97M-V/def2-TZVPD.

Each line ends with the natural charge from an NBO analysis.
Element x y z (Å)
1 N 0.4877 0.8088 -0.5376  -0.7425
2 N -0.6022 2.5001 0.6739  -0.7310
3 N 1.6056 -1.5677 -0.2919  -0.6778
4 N 0.6086 4.0948 -1.1480  -1.0994
5 C 0.7704 -2.2054 0.3946  0.3513
6 C -1.6566 -2.0691 -0.2661  -0.6016
7 C 0.3133 -3.4129 0.9455  -0.4881
8 C -0.6392 -2.2212 0.8304  -0.2687
9 C -0.1611 1.2731 0.5021  0.3857
10 H -1.9179 -0.9550 -0.2468  0.2128
11 H 2.4587 -2.1261 -0.5097  0.3841
12 H -0.4663 3.1935 -0.1161  0.4384
13 H -0.5869 0.6354 1.2451  0.2046
14 H 0.9232 -0.1659 -0.5046  0.4475
15 H 1.2456 4.8460 -0.6361  0.4102
16 H -1.2246 2.7947 1.3351  0.4098
17 H 1.2296 3.4094 -1.6417  0.3695
18 H -2.3944 -2.6849 0.1685  0.2342
19 H 0.6845 -3.6341 1.9211  0.2608
20 H 0.0338 4.5614 -1.8117  0.3907
21 H -1.1192 -2.5051 -1.1202  0.2251
22 H 0.3703 -4.2542 0.2499  0.2497
23 H 0.9069 1.4477 -1.2466  0.4029
24 H -0.8697 -1.7633 1.8107  0.2317

Summary:
gap between HOMO and LUMO = 0.388 Ha
total charge = +1
E = -11380.7583 eV
energy relative to the best compared isomer or geometry (same formula, charge and spin) = 29.3 kcal per mole
strongest force on any atom = 4.02 eV/A

---

No. 2
Here is C20H24N2O3S in the gas phase from the OMol25 dataset. Energies are from ωB97M-V/def2-TZVPD.

Each line ends with the natural charge from an NBO analysis.
Element x y z (Å)
1 S 7.0407 -2.2163 0.7271  0.4699
2 O 0.4872 4.1578 -0.6774  -0.6058
3 O 3.5722 2.9895 -0.0366  -0.4847
4 O 3.2539 1.4358 1.5616  -0.6448
5 N -3.9866 -0.6898 -0.1514  -0.4792
6 N 0.7409 2.2411 0.5477  -0.6071
7 C 8.3600 -1.4596 -1.3329  -0.2565
8 C 2.5521 3.8206 0.5078  -0.1658
9 C -0.6183 0.3148 0.9526  -0.2088
10 C -0.4628 1.5536 0.3369  0.1064
11 C -2.6641 1.3149 -0.5969  -0.2700
12 C 3.8635 1.8425 0.5908  0.7705
13 C -2.8344 0.0615 0.0040  0.2610
14 C -1.7740 -0.4165 0.7874  -0.2830
15 C 4.9949 1.1697 -0.0377  -0.3243
16 C -5.1669 -1.8080 -2.0378  -0.6144
17 C -5.9526 -1.1645 1.2887  -0.6203
18 C -4.8190 -0.5023 -1.3194  -0.2053
19 C 7.3725 -0.4821 -1.1411  -0.1991
20 C 1.1331 3.4271 0.0432  0.6460
21 C 5.4622 0.0101 0.4579  -0.1018
22 C -4.2311 -2.9580 0.8674  -0.6204
23 C 8.3032 -2.4541 -0.4020  -0.3969
24 C 6.5615 -0.7368 -0.0584  -0.2695
25 C -4.4781 -1.4473 0.9898  -0.0284
26 C -1.5034 2.0447 -0.4425  -0.2252
27 H -6.6047 -1.5589 0.5148  0.2012
28 H 5.4181 1.6589 -0.8994  0.2201
29 H -5.5890 -1.5754 -3.0130  0.2116
30 H -4.2705 -2.4051 -2.1821  0.2119
31 H -5.8971 -2.3953 -1.4896  0.1974
32 H -4.3410 -3.4261 1.8432  0.2067
33 H 4.9673 -0.3982 1.3307  0.2320
34 H -6.2206 -1.6374 2.2304  0.2160
35 H -3.2253 -3.1486 0.5027  0.2127
36 H 9.0850 -1.4313 -2.1265  0.2291
37 H 0.1848 -0.0822 1.5582  0.2093
38 H -1.8439 -1.3821 1.2625  0.2114
39 H -1.4063 3.0080 -0.9145  0.2526
40 H -3.4600 1.7545 -1.1775  0.2096
41 H -4.2534 0.1056 -2.0251  0.2105
42 H -5.7441 0.0372 -1.0751  0.1773
43 H 7.2569 0.3788 -1.7735  0.2238
44 H -6.1221 -0.0943 1.3826  0.2148
45 H 1.4038 1.7568 1.1502  0.4326
46 H 2.7666 4.8265 0.1438  0.2210
47 H 8.9347 -3.3162 -0.3162  0.2400
48 H -4.9355 -3.4250 0.1868  0.2042
49 H -3.9083 -1.0881 1.8550  0.2050
50 H 2.5979 3.7894 1.6029  0.2067

Summary:
gap between HOMO and LUMO = 0.243 Ha
E = -41087.5489 eV
energy relative to the best compared isomer or geometry (same formula, charge and spin) = 47.8 kcal per mole
strongest force on any atom = 1.07 eV/A

---

No. 3
Here is 8 unconnected molecules or ions with the total composition C30H57F3O24S from the OMol25 dataset. Energies are from ωB97M-V/def2-TZVPD.

Each line ends with the Löwdin charge.
Element x y z (Å)
1 S -0.7950 -1.3352 -1.2019  0.8389
2 F 0.5428 0.8094 -4.4100  0.0566
3 F -0.9665 -0.8071 -4.1426  0.1141
4 F -1.3884 1.3499 -3.4241  0.0905
5 O 0.5449 3.9582 -6.5240  0.0086
6 O -7.3676 -2.3949 -5.0156  0.1237
7 O 0.0804 -2.7133 -1.4844  -0.2392
8 O -0.7140 5.3532 -5.2546  0.1255
9 O 0.9146 -2.2596 5.2708  0.0016
10 O 1.5556 -0.1413 12.4959  0.1262
11 O 0.1812 -0.1577 4.8320  0.1091
12 O -7.8245 -3.7669 -3.2686  0.0014
13 O -4.5524 1.1024 5.6309  0.1218
14 O 0.9004 6.0936 -6.6660  -0.0011
15 O 7.7882 2.9499 -1.4065  -0.0049
16 O -2.9778 2.6716 5.1838  0.0056
17 O -1.0589 -5.3859 -4.3658  0.1235
18 O 0.4272 -0.8042 10.6435  -0.0048
19 O -2.6755 -6.8755 -4.9287  -0.0013
20 O 8.3880 1.1458 -2.4521  -0.0056
21 O -2.2384 -1.4210 -1.6162  -0.2815
22 O -0.4442 -1.9663 3.6071  0.0174
23 O -5.0686 3.2228 5.0091  -0.0024
24 O 2.5383 -0.3400 10.4614  -0.0050
25 O -0.8089 -1.0618 0.2908  -0.3458
26 O -8.6175 -1.7480 -3.2367  -0.0007
27 O -3.2493 -5.0716 -3.8696  -0.0035
28 O 9.9824 2.6622 -1.9028  0.1273
29 C 1.3581 -2.6850 -0.7784  -0.1793
30 C 3.7692 0.0782 11.0487  -0.0465
31 C 2.1253 2.2905 -2.1295  -0.1992
32 C -1.6694 -7.6945 -5.5207  -0.0489
33 C -6.4494 2.8784 5.1002  -0.0499
34 C 0.1544 5.1548 -6.0651  -0.6062
35 C -0.1706 2.8556 -5.9651  -0.0471
36 C 2.7028 0.8155 -2.2342  -0.3159
37 C -0.4384 0.3177 -3.5275  -0.4207
38 C 3.5627 0.6651 -3.5961  -0.0675
39 C 1.5114 -0.4017 11.3215  -0.6088
40 C 9.4046 0.3349 -3.0392  -0.0456
41 C -2.9004 -3.8306 -3.2519  -0.0505
42 C -1.9714 1.6988 5.4740  -0.0452
43 C -4.2313 2.2178 5.3079  -0.6079
44 C -8.7650 -0.4676 -3.8471  -0.0481
45 C 8.8377 2.2909 -1.9188  -0.6092
46 C -2.2102 -5.7404 -4.3855  -0.6048
47 C 8.1216 4.1980 -0.8008  -0.0457
48 C -7.0675 -4.7897 -3.9152  -0.0367
49 C -0.7519 -0.9156 11.4393  -0.0443
50 C -1.2448 -1.1084 2.7887  -0.0490
51 C 0.1152 0.0641 -2.0559  -0.1341
52 C 0.5904 7.4278 -6.2686  -0.0479
53 C 1.8119 2.6758 -0.5826  -0.0934
54 C 1.6701 -1.7313 6.3598  -0.0429
55 C 2.0967 -1.2681 -0.8209  -0.1248
56 C -7.8834 -2.6144 -3.9498  -0.6081
57 C 0.2121 -1.3403 4.5927  -0.5896
58 C 1.6438 -0.3664 -2.0781  -0.2404
59 H -0.6253 -0.3663 2.2896  0.0861
60 H -6.7070 2.5845 6.1194  0.0971
61 H -9.3739 0.1472 -3.1847  0.0926
62 H -7.0874 -5.6730 -3.2773  0.0964
63 H -2.4573 -3.1500 -3.9808  0.0942
64 H 1.7855 -0.6740 0.1086  0.1188
65 H -1.7231 -1.7231 2.0332  0.0832
66 H 1.0113 -1.2721 7.0991  0.0971
67 H -7.7935 0.0144 -3.9712  0.0983
68 H -6.0290 -4.4789 -4.0419  0.0841
69 H 3.2283 -1.3370 -0.7818  0.1304
70 H 3.1026 1.2454 -4.4522  0.0759
71 H -0.0252 2.8115 -4.8889  0.0657
72 H 0.2270 1.9432 -6.4059  0.0945
73 H -1.0003 2.1731 5.3416  0.0947
74 H -2.0229 -0.6257 3.3837  0.0888
75 H 9.8904 0.8617 -3.8625  0.0992
76 H 0.7670 7.5626 -5.1998  0.0975
77 H 4.5239 0.0908 10.2626  0.0925
78 H -1.0232 0.0526 11.8638  0.0989
79 H 2.1958 -2.5597 6.8341  0.0937
80 H 7.1998 4.6398 -0.4230  0.0927
81 H -2.0517 1.3586 6.5084  0.1036
82 H -0.4416 7.6760 -6.5232  0.0984
83 H 2.4099 -1.0122 6.0026  0.0970
84 H 3.6784 1.0863 11.4574  0.0988
85 H 3.6237 -0.4235 -3.9144  0.0811
86 H 4.0860 -0.6245 11.8215  0.0985
87 H -2.2232 -3.9938 -2.4127  0.0828
88 H 10.1374 0.0321 -2.2890  0.0987
89 H 1.2524 8.0988 -6.8157  0.0928
90 H -2.0398 0.8586 4.7865  0.0598
91 H 1.1775 -2.9565 0.3136  0.1348
92 H 8.9262 -0.5603 -3.4361  0.0929
93 H 8.5564 4.8787 -1.5349  0.0991
94 H 2.3577 3.6183 -0.2655  0.0755
95 H 2.0826 1.8148 0.1144  0.0731
96 H -2.1589 -8.5800 -5.9257  0.0927
97 H -6.6953 2.0818 4.3954  0.0978
98 H -0.6158 -1.6579 12.2279  0.0986
99 H 0.6951 2.8699 -0.4646  0.0735
100 H 1.7744 -1.0457 -2.9934  0.1506
101 H -1.1754 -7.1672 -6.3390  0.0976
102 H 3.4770 0.7076 -1.3971  0.1319
103 H -1.2330 2.9228 -6.2086  0.1085
104 H 1.1618 2.4765 -2.6913  0.0920
105 H 2.0883 -3.4598 -1.1878  0.1428
106 H -7.0296 3.7630 4.8383  0.0920
107 H 8.8035 4.0491 0.0383  0.0989
108 H -1.5609 -1.2467 10.7886  0.0943
109 H -9.2775 -0.5549 -4.8069  0.0975
110 H -0.9416 -8.0129 -4.7720  0.0973
111 H 2.9055 3.0183 -2.5178  0.1174
112 H -7.5131 -5.0490 -4.8775  0.0997
113 H -3.8146 -3.3770 -2.8709  0.0915
114 H 4.6134 1.0861 -3.4307  0.0867
115 H -0.1294 0.9790 -1.4404  0.1416

Summary:
gap between HOMO and LUMO = 0.402 Ha
E = -100159.4570 eV
strongest force on any atom = 6.07 eV/A

---

No. 4
Here is a molecular structure, C22H34CuN3O5Si3 from the OMol25 dataset. Energies are from ωB97M-V/def2-TZVPD.

Each line ends with the natural charge from an NBO analysis.
Element x y z (Å)
1 Cu -0.3490 -0.2743 1.4100  1.4027
2 Si -2.0695 -1.4681 -0.9470  1.8230
3 Si 0.8992 -0.8709 -1.7542  1.7866
4 Si -0.9906 1.3938 -1.1453  1.7689
5 O -1.7536 -1.3475 4.9967  -0.6463
6 O -0.5164 -0.3275 3.4243  -0.8428
7 O -1.8226 -1.4640 1.4896  -0.8693
8 O -3.0950 -2.6623 2.8857  -0.6275
9 O 6.3150 1.4225 2.4499  -0.5975
10 N -1.5976 1.6600 1.5155  -0.5259
11 N 1.5980 -0.0729 1.7545  -0.4899
12 N 6.6119 -0.5862 1.4683  -0.8160
13 C 4.3495 0.1878 1.9372  -0.1110
14 C 5.8427 0.4113 1.9798  0.6565
15 C 2.1605 1.1140 1.9911  0.0611
16 C -1.4441 -1.1352 3.8393  0.6618
17 C -1.9401 -3.2962 -0.5316  -1.1313
18 C 2.3868 -1.1379 1.6611  0.0544
19 C -1.9805 1.8107 -2.6914  -1.1554
20 C -2.1626 2.1290 2.6306  0.0566
21 C -1.9784 2.1273 0.3108  -0.1806
22 C -2.9579 3.1162 0.2180  -0.2497
23 C -0.5696 -0.3345 -0.7905  -2.0360
24 C -3.5473 3.6083 1.3738  -0.1678
25 C 3.5303 1.2830 2.0959  -0.2069
26 C 2.5184 0.0743 -1.4212  -1.1305
27 C 0.4958 2.5513 -1.2431  -1.1305
28 C -2.2232 -1.8507 2.6762  0.6776
29 C -2.4759 -1.6857 -2.8213  -1.1453
30 C 0.7729 -0.6218 -3.6250  -1.1415
31 C 3.7665 -1.0486 1.7396  -0.1875
32 C -3.6801 -0.6822 -0.3702  -1.1342
33 C 1.2970 -2.6975 -1.4869  -1.1401
34 C -3.1459 3.1055 2.6038  -0.2696
35 H -2.4185 -0.7617 -3.4040  0.2128
36 H -2.8566 -3.7755 -0.9015  0.2229
37 H 3.9678 2.2541 2.2825  0.2471
38 H 1.7055 -0.9300 -4.1191  0.2208
39 H -4.4798 -1.4307 -0.4352  0.2341
40 H 3.3614 -0.6238 -1.3385  0.2161
41 H -3.2586 3.4861 -0.7558  0.2129
42 H 0.7715 -3.3220 -2.2177  0.2352
43 H -0.0513 -1.1795 -4.0710  0.2359
44 H 1.0499 2.4242 -2.1809  0.2287
45 H -3.5897 3.4524 3.5277  0.2146
46 H 1.4740 1.9449 2.1047  0.2238
47 H -3.5036 -2.0721 -2.9133  0.2182
48 H -3.9579 0.1559 -1.0186  0.2067
49 H 6.2230 -1.2903 0.8669  0.3962
50 H -1.8157 1.6850 3.5593  0.2314
51 H 0.6188 0.4428 -3.8473  0.2191
52 H -1.4746 1.4356 -3.5867  0.2367
53 H -1.1005 -3.7569 -1.0595  0.2129
54 H 2.7298 0.7475 -2.2598  0.2268
55 H 7.5969 -0.3984 1.4005  0.4034
56 H -2.0773 2.8998 -2.7950  0.2222
57 H 1.1943 2.3795 -0.4164  0.2237
58 H 2.3726 -2.8843 -1.5957  0.2170
59 H 0.1548 3.5911 -1.1862  0.2287
60 H -2.9831 1.3759 -2.6688  0.2389
61 H 1.8895 -2.0915 1.5253  0.2227
62 H 0.9834 -3.0336 -0.4907  0.2331
63 H 4.3526 -1.9559 1.6654  0.2095
64 H -1.8168 -2.4265 -3.2942  0.2093
65 H -3.6341 -0.3291 0.6643  0.2450
66 H -1.8561 -3.5009 0.5378  0.2543
67 H -4.3137 4.3734 1.3181  0.2055
68 H 2.4973 0.6837 -0.5206  0.2179

Summary:
gap between HOMO and LUMO (alpha / beta) = 0.238 / 0.257 Ha
total charge = -1
E = -106352.7554 eV
energy relative to the best compared isomer or geometry (same formula, charge and spin) = 12.5 kcal per mole
2S+1 = 2
strongest force on any atom = 1.07 eV/A

---

Q: strongest force on any atom of number 2 (C20H24N2O3S)?
A: 1.07 eV/A